No. 1
{"formula": "C35H51BF6IMoN3O8P2S2", "method": "ωB97M-V with the def2-TZVPD basis set", "multiplicity": 3, "relative_energy_ev": 1.6821, "homo_energy_ev": [-8.214, -8.220], "s_squared": 2.054, "gap_ha": [0.1730, 0.1975], "elements": ["Mo", "C", "C", "C", "C", "P", "C", "N", "B", "N", "C", "P", "C", "C", "C", "C", "C", "C", "C", "C", "C", "C", "C", "C", "C", "C", "C", "C", "C", "C", "H", "H", "H", "H", "H", "H", "H", "H", "H", "H", "H", "H", "H", "H", "H", "H", "H", "H", "H", "H", "H", "H", "H", "H", "H", "H", "H", "H", "H", "H", "H", "H", "H", "H", "H", "H", "H", "H", "H", "H", "H", "H", "H", "H", "F", "C", "F", "F", "S", "O", "O", "N", "S", "O", "O", "C", "F", "F", "F", "I", "C", "H", "H", "O", "C", "O", "C", "C", "C", "C", "O", "C", "O", "C", "C", "H", "H", "H", "H", "H"], "positions_angstrom": [[1.385, -0.111, 0.050], [-2.944, 5.546, -2.032], [-2.897, 3.999, -2.231], [-2.374, 3.641, -3.647], [-4.288, 3.371, -2.187], [-1.854, 3.138, -0.802], [-0.061, 3.518, -1.229], [0.490, 2.415, -1.966], [0.760, 1.047, -1.509], [1.131, 0.367, -2.815], [1.042, -0.967, -3.257], [1.154, -2.065, -1.572], [2.459, -3.260, -2.035], [2.623, -4.301, -0.881], [2.284, -4.047, -3.389], [3.784, -2.396, -2.154], [-0.610, -2.809, -1.392], [-0.800, -3.415, 0.002], [-1.723, -1.677, -1.416], [-0.978, -3.855, -2.468], [1.360, 1.375, -3.762], [1.776, 1.185, -5.117], [1.857, 2.384, -5.886], [1.542, 3.642, -5.376], [0.992, 3.750, -4.118], [0.897, 2.596, -3.297], [-2.139, 4.096, 0.814], [-3.576, 4.459, 1.094], [-1.594, 3.103, 1.894], [-1.251, 5.384, 0.935], [-3.836, 6.029, -2.521], [-2.964, 5.835, -1.006], [-2.027, 6.022, -2.497], [-3.258, 3.675, -4.356], [-1.552, 4.257, -4.052], [-2.063, 2.594, -3.650], [-4.993, 3.967, -2.813], [-4.198, 2.297, -2.412], [-4.847, 3.422, -1.209], [0.080, 4.484, -1.772], [0.531, 3.623, -0.297], [0.109, -1.208, -3.657], [1.823, -1.325, -3.991], [3.718, -4.609, -0.845], [2.042, -5.205, -1.046], [2.481, -3.783, 0.107], [1.301, -4.575, -3.478], [2.395, -3.480, -4.313], [3.046, -4.891, -3.479], [4.153, -1.872, -1.242], [4.603, -3.066, -2.470], [3.676, -1.665, -2.977], [-0.562, -2.701, 0.814], [-1.895, -3.623, 0.136], [-0.251, -4.339, 0.118], [-1.720, -1.122, -0.447], [-1.564, -0.908, -2.212], [-2.746, -2.130, -1.579], [-0.381, -4.754, -2.271], [-2.065, -4.102, -2.363], [-0.813, -3.474, -3.478], [1.871, 0.189, -5.554], [2.364, 2.341, -6.843], [1.586, 4.515, -5.997], [0.698, 4.712, -3.713], [-4.160, 3.533, 0.973], [-3.746, 4.748, 2.156], [-4.014, 5.294, 0.535], [-2.124, 2.083, 1.997], [-0.508, 2.843, 1.822], [-1.794, 3.600, 2.853], [-1.163, 5.910, -0.017], [-1.802, 6.116, 1.703], [-0.276, 5.209, 1.401], [-2.402, -4.821, 3.292], [-1.765, -3.888, 4.007], [-0.452, -3.838, 3.521], [-1.683, -4.274, 5.352], [-2.541, -2.159, 3.759], [-2.066, -1.816, 2.431], [-2.083, -1.323, 4.840], [-4.124, -2.563, 3.987], [-5.351, -1.537, 3.455], [-6.483, -1.662, 4.336], [-4.775, -0.365, 2.795], [-6.066, -2.534, 2.074], [-5.167, -3.465, 1.755], [-7.091, -3.217, 2.610], [-6.342, -1.776, 0.973], [2.095, 1.819, 2.227], [0.527, 0.375, 1.878], [0.547, -0.238, 2.781], [-0.438, 0.825, 1.655], [5.128, -0.441, 1.011], [4.263, -1.167, 1.546], [3.233, -1.690, 1.003], [4.368, -1.498, 2.988], [3.266, -1.906, 3.681], [3.313, -2.020, 5.073], [4.495, -1.648, 5.689], [4.852, -1.870, 7.048], [6.346, -1.897, 7.053], [6.776, -1.675, 5.703], [5.685, -1.504, 4.909], [5.630, -1.291, 3.543], [2.363, -2.181, 3.144], [2.511, -2.520, 5.605], [6.741, -2.873, 7.441], [6.660, -1.023, 7.646], [6.433, -0.921, 2.879]]}

=====

No. 2
{"formula": "C35H51ClN8O2P", "method": "ωB97M-V with the def2-TZVPD basis set", "total_charge": -1, "relative_energy_ev": 0.4156, "homo_energy_ev": -3.578, "gap_ha": 0.1942, "elements": ["C", "C", "O", "C", "C", "C", "C", "C", "N", "P", "O", "Cl", "H", "H", "H", "H", "H", "H", "H", "H", "H", "H", "H", "H", "H", "H", "H", "H", "N", "C", "C", "C", "C", "H", "H", "H", "H", "H", "N", "C", "C", "C", "C", "H", "H", "H", "H", "H", "N", "C", "C", "C", "C", "H", "H", "H", "H", "H", "N", "C", "C", "C", "C", "H", "H", "H", "H", "H", "N", "C", "C", "C", "C", "H", "H", "H", "H", "H", "N", "C", "C", "C", "C", "H", "H", "H", "H", "H", "N", "C", "C", "C", "C", "H", "H", "H", "H", "H"], "positions_angstrom": [[1.537, 4.438, -1.521], [1.571, 3.301, -0.475], [0.371, 3.155, 0.253], [-0.631, 2.466, -0.486], [-2.005, 2.678, 0.142], [-3.144, 2.640, -0.891], [-4.543, 2.508, -0.272], [-5.696, 2.636, -1.280], [-6.533, 3.805, -1.130], [-7.868, 3.732, -0.249], [-8.361, 5.304, -0.319], [-7.285, 3.808, 2.017], [0.510, 4.818, -1.622], [2.169, 5.283, -1.210], [1.874, 4.108, -2.514], [2.356, 3.498, 0.274], [1.831, 2.337, -0.959], [-0.616, 2.804, -1.543], [-0.369, 1.389, -0.496], [-2.187, 1.880, 0.889], [-2.005, 3.640, 0.687], [-2.979, 1.768, -1.561], [-3.098, 3.545, -1.527], [-4.685, 3.275, 0.515], [-4.591, 1.519, 0.222], [-6.284, 1.700, -1.248], [-5.259, 2.663, -2.302], [-7.741, 5.699, -0.930], [6.179, 0.811, -0.267], [4.836, 0.859, -0.523], [4.177, 0.645, 0.657], [5.166, 0.458, 1.666], [6.391, 0.563, 1.060], [6.899, 0.938, -0.953], [4.461, 1.041, -1.516], [3.106, 0.628, 0.783], [4.996, 0.274, 2.714], [7.386, 0.492, 1.464], [1.146, 9.857, 0.349], [0.311, 8.829, 0.698], [1.048, 7.676, 0.713], [2.381, 8.023, 0.357], [2.409, 9.375, 0.139], [0.869, 10.814, 0.255], [-0.732, 9.000, 0.902], [0.671, 6.693, 0.945], [3.222, 7.355, 0.269], [3.215, 10.029, -0.148], [-6.740, -2.599, -2.617], [-5.423, -2.720, -2.259], [-5.198, -1.867, -1.209], [-6.427, -1.211, -0.923], [-7.354, -1.674, -1.813], [-7.181, -3.090, -3.370], [-4.762, -3.387, -2.786], [-4.255, -1.717, -0.708], [-6.597, -0.460, -0.170], [-8.388, -1.408, -1.951], [3.739, -2.591, 0.593], [2.483, -2.854, 1.068], [2.093, -4.076, 0.582], [3.154, -4.564, -0.229], [4.151, -3.622, -0.201], [4.266, -1.755, 0.793], [1.976, -2.156, 1.714], [1.157, -4.567, 0.793], [3.183, -5.498, -0.765], [5.117, -3.605, -0.677], [3.730, -4.686, 3.713], [4.783, -5.554, 3.665], [4.592, -6.500, 4.639], [3.370, -6.188, 5.297], [2.863, -5.063, 4.698], [3.591, -3.909, 3.090], [5.571, -5.431, 2.943], [5.251, -7.326, 4.853], [2.914, -6.727, 6.110], [1.961, -4.508, 4.888], [-2.444, -3.938, 1.043], [-1.554, -3.298, 0.230], [-0.419, -3.055, 0.960], [-0.635, -3.579, 2.266], [-1.897, -4.112, 2.283], [-3.368, -4.219, 0.767], [-1.807, -3.060, -0.790], [0.464, -2.547, 0.604], [0.051, -3.555, 3.095], [-2.449, -4.592, 3.072], [0.848, -3.758, -2.451], [0.136, -4.247, -3.509], [0.885, -4.060, -4.641], [2.098, -3.430, -4.244], [2.041, -3.257, -2.885], [0.537, -3.764, -1.494], [-0.838, -4.686, -3.371], [0.596, -4.339, -5.641], [2.913, -3.133, -4.882], [2.744, -2.816, -2.200]]}

=====

No. 3
{"formula": "C35H51F2N2O2PSbSn", "method": "ωB97M-V with the def2-TZVPD basis set", "total_charge": 3, "relative_energy_ev": 0.0698, "homo_energy_ev": -16.072, "gap_ha": 0.1890, "elements": ["Sn", "O", "N", "C", "C", "C", "C", "C", "C", "C", "P", "C", "C", "C", "C", "C", "C", "C", "C", "C", "C", "C", "C", "H", "H", "H", "H", "H", "H", "H", "H", "H", "H", "H", "H", "H", "H", "H", "H", "F", "C", "F", "H", "C", "N", "C", "C", "O", "H", "H", "H", "H", "H", "H", "H", "C", "C", "C", "C", "Sb", "C", "C", "C", "C", "C", "C", "C", "C", "H", "H", "H", "H", "H", "H", "H", "H", "H", "H", "H", "H", "H", "H", "H", "H", "H", "H", "H", "H", "H", "H", "H", "H", "H", "H", "H"], "positions_angstrom": [[0.882, -0.115, 0.250], [1.910, 0.072, 2.967], [1.645, -1.175, 2.448], [2.229, -2.186, 2.947], [2.007, -3.546, 2.515], [2.487, -4.554, 3.364], [2.273, -5.891, 3.097], [1.580, -6.259, 1.957], [1.135, -5.281, 1.083], [1.344, -3.929, 1.341], [0.676, -2.842, 0.029], [-1.041, -3.437, 0.031], [-1.837, -3.014, 1.095], [-3.095, -3.554, 1.276], [-3.562, -4.516, 0.392], [-2.764, -4.950, -0.655], [-1.503, -4.414, -0.846], [1.493, -3.374, -1.495], [2.736, -4.004, -1.454], [3.342, -4.397, -2.633], [2.731, -4.140, -3.852], [1.507, -3.484, -3.896], [0.891, -3.089, -2.722], [2.697, 0.066, 3.546], [2.908, -2.064, 3.796], [3.025, -4.274, 4.256], [2.647, -6.643, 3.773], [1.394, -7.300, 1.746], [0.626, -5.577, 0.179], [-1.440, -2.285, 1.798], [-3.707, -3.240, 2.108], [-4.545, -4.938, 0.526], [-3.122, -5.718, -1.320], [-0.879, -4.768, -1.654], [3.223, -4.183, -0.507], [4.294, -4.903, -2.603], [3.212, -4.448, -4.765], [1.034, -3.286, -4.845], [-0.056, -2.567, -2.746], [3.866, 0.379, 1.030], [3.246, -0.257, 0.010], [3.527, -1.583, 0.169], [3.718, 0.069, -0.925], [1.824, 0.650, -5.495], [1.148, 0.852, -4.234], [0.168, 1.917, -4.164], [1.378, 0.142, -3.164], [0.772, 0.341, -2.083], [1.120, 0.266, -6.231], [2.643, -0.057, -5.391], [2.225, 1.599, -5.851], [0.086, 2.414, -5.125], [0.477, 2.637, -3.404], [-0.801, 1.510, -3.873], [2.126, -0.647, -3.261], [-1.095, 4.796, -1.852], [-0.899, 5.081, -0.386], [-2.077, 5.791, 0.233], [0.417, 5.756, -0.105], [-0.882, 2.976, 0.770], [-0.166, 3.258, 3.051], [-0.922, 4.456, 3.555], [-0.525, 2.000, 3.790], [1.318, 3.495, 2.950], [-2.868, 1.806, 0.334], [-3.984, 2.821, 0.270], [-3.038, 0.841, 1.480], [-2.688, 1.094, -0.986], [-1.291, 5.736, -2.372], [-1.949, 4.150, -2.044], [-0.198, 4.368, -2.293], [-2.123, 6.799, -0.186], [-1.983, 5.908, 1.310], [-3.025, 5.314, 0.001], [0.424, 6.717, -0.623], [1.267, 5.183, -0.479], [0.552, 5.967, 0.954], [-2.002, 4.319, 3.505], [-0.637, 5.372, 3.042], [-0.669, 4.595, 4.610], [-1.593, 1.939, 3.982], [-0.022, 2.014, 4.757], [-0.189, 1.102, 3.273], [1.559, 4.391, 2.378], [1.838, 2.638, 2.521], [1.708, 3.651, 3.957], [-4.021, 3.453, 1.154], [-4.931, 2.284, 0.225], [-3.928, 3.435, -0.626], [-3.203, 1.363, 2.420], [-2.175, 0.174, 1.577], [-3.917, 0.224, 1.294], [-2.466, 1.789, -1.794], [-3.616, 0.585, -1.247], [-1.899, 0.337, -0.938]]}

=====

No. 4
{"formula": "C35H51F4N3O28", "method": "ωB97M-V with the def2-TZVPD basis set", "smiles": "O=C1OC[C@@H](F)O1.O=C1OC[C@@H](F)O1.O=C1OC[C@@H](F)O1.O=C1OC[C@@H](F)O1.C[N+](=O)[O-].C[N+](=O)[O-].C[N+](=O)[O-].O=C1CCCO1.O=C1CCCO1.O=C1CCCO1.O=C1CCCO1.O=C1CCCO1", "homo_energy_ev": -10.271, "gap_ha": 0.3769, "elements": ["O", "C", "O", "C", "C", "C", "H", "H", "H", "H", "H", "H", "O", "C", "O", "C", "C", "C", "H", "H", "H", "H", "H", "H", "O", "C", "O", "C", "C", "C", "H", "H", "H", "H", "H", "H", "O", "C", "O", "C", "C", "C", "H", "H", "H", "H", "H", "H", "O", "C", "O", "C", "C", "C", "H", "H", "H", "H", "H", "H", "C", "N", "O", "O", "H", "H", "H", "C", "N", "O", "O", "H", "H", "H", "C", "N", "O", "O", "H", "H", "H", "C", "C", "O", "C", "O", "O", "F", "H", "H", "H", "C", "C", "O", "C", "O", "O", "F", "H", "H", "H", "C", "C", "O", "C", "O", "O", "F", "H", "H", "H", "C", "C", "O", "C", "O", "O", "F", "H", "H", "H"], "positions_angstrom": [[-19.225, -0.362, -21.553], [-18.888, 0.774, -21.306], [-17.740, 1.417, -21.681], [-17.558, 2.670, -20.986], [-18.693, 2.782, -20.041], [-19.790, 1.811, -20.627], [-17.521, 3.386, -21.812], [-16.599, 2.731, -20.476], [-18.997, 3.808, -19.922], [-18.312, 2.359, -19.085], [-20.494, 2.283, -21.270], [-20.229, 1.282, -19.826], [-11.470, -4.497, -13.731], [-11.841, -3.460, -14.105], [-12.769, -2.660, -13.490], [-12.908, -1.396, -14.211], [-11.808, -1.268, -15.191], [-11.340, -2.724, -15.331], [-12.888, -0.616, -13.487], [-13.929, -1.453, -14.639], [-11.017, -0.691, -14.808], [-12.076, -0.813, -16.160], [-10.305, -2.991, -15.269], [-11.741, -3.200, -16.238], [-18.610, 3.591, -9.399], [-17.937, 3.260, -10.322], [-18.129, 3.706, -11.628], [-17.117, 3.228, -12.485], [-16.487, 1.968, -11.723], [-16.748, 2.364, -10.275], [-16.466, 4.021, -12.776], [-17.585, 2.880, -13.401], [-15.455, 1.902, -12.013], [-17.024, 1.067, -11.997], [-15.917, 2.972, -9.994], [-16.832, 1.581, -9.527], [-19.723, -0.955, -12.644], [-20.359, 0.048, -12.782], [-19.736, 1.241, -12.902], [-20.721, 2.277, -13.041], [-22.002, 1.657, -13.509], [-21.820, 0.173, -12.943], [-20.272, 2.909, -13.782], [-20.842, 2.763, -12.076], [-22.139, 1.566, -14.557], [-22.852, 2.110, -12.969], [-22.121, -0.664, -13.565], [-22.355, 0.062, -11.992], [-19.456, 0.534, -17.679], [-18.494, 0.173, -17.082], [-17.397, -0.131, -17.759], [-16.313, -0.624, -16.969], [-16.958, -0.902, -15.573], [-18.246, -0.090, -15.647], [-15.495, 0.093, -16.941], [-15.926, -1.531, -17.472], [-16.301, -0.665, -14.703], [-17.287, -1.908, -15.543], [-18.183, 0.899, -15.144], [-19.073, -0.676, -15.276], [-12.110, 2.127, -19.765], [-12.314, 1.716, -18.346], [-11.302, 1.245, -17.776], [-13.418, 1.817, -17.834], [-12.462, 3.153, -19.894], [-12.711, 1.495, -20.373], [-11.055, 1.906, -19.979], [-20.055, -4.367, -16.062], [-21.252, -3.530, -16.383], [-22.090, -3.935, -17.174], [-21.318, -2.459, -15.755], [-20.122, -5.431, -16.413], [-19.858, -4.153, -15.006], [-19.274, -3.908, -16.653], [-22.634, 0.103, -16.826], [-22.747, -0.259, -18.237], [-21.961, -1.118, -18.657], [-23.570, 0.242, -18.956], [-22.616, -0.820, -16.340], [-23.519, 0.676, -16.601], [-21.723, 0.674, -16.641], [-14.930, -4.854, -15.032], [-16.213, -5.634, -14.859], [-16.919, -5.436, -16.043], [-16.353, -4.366, -16.742], [-16.787, -3.884, -17.697], [-15.195, -4.022, -16.176], [-16.949, -5.108, -13.846], [-14.045, -5.471, -15.307], [-14.701, -4.304, -14.129], [-16.020, -6.671, -14.648], [-11.763, 3.321, -14.630], [-12.488, 4.345, -15.483], [-13.712, 3.685, -15.749], [-13.782, 2.476, -15.223], [-14.743, 1.796, -15.231], [-12.712, 2.227, -14.434], [-11.857, 4.586, -16.627], [-11.476, 3.600, -13.628], [-10.832, 3.090, -15.120], [-12.631, 5.334, -14.955], [-15.644, -2.541, -21.558], [-15.428, -3.305, -20.245], [-14.848, -2.303, -19.490], [-14.231, -1.423, -20.306], [-13.484, -0.552, -19.919], [-14.629, -1.542, -21.548], [-14.538, -4.267, -20.467], [-16.611, -2.033, -21.663], [-15.452, -3.262, -22.343], [-16.301, -3.755, -19.818], [-20.758, -3.017, -21.462], [-19.860, -3.056, -20.208], [-18.655, -3.508, -20.764], [-18.854, -4.061, -22.005], [-18.019, -4.570, -22.665], [-20.138, -3.870, -22.472], [-20.260, -3.957, -19.283], [-20.848, -2.028, -21.864], [-21.725, -3.383, -21.228], [-19.771, -2.089, -19.685]]}

=====

| no. | molecular weight (g mol⁻¹) |
| --- | --- |
| 1 | 1115.5 |
| 2 | 682.3 |
| 3 | 841.2 |
| 4 | 1037.8 |